The following is a quantum chemistry calculation of C13H7N3O6SW as an isolated structure, from the Open Molecules 2025 dataset.

orbital gap: 5.03 eV
relative energy (zero: lowest compared OMol25 entry of this formula, charge and spin): 0.0000 eV
total charge: +2
multiplicity: 1
calculated total energy: -42991.67019 eV

XYZ file:
```
31
Properties=species:S:1:pos:R:3:forces:R:3:lowdin_charge:R:1
W 1.816 0.296 0.674 0.05 -0.05 0.14 1.74
N -0.285 3.374 -0.392 0.02 0.04 0.00 0.22
C 0.115 2.218 0.030 0.00 -0.11 0.04 -0.75
S 0.183 0.780 -0.964 0.04 0.00 -0.05 0.84
N 0.765 2.155 1.263 -0.03 -0.06 0.07 -0.04
N 0.528 0.969 1.953 -0.08 0.14 -0.16 -0.22
C 0.027 0.705 3.142 0.01 0.04 -0.01 0.07
C 0.196 -0.592 3.627 0.02 -0.09 0.02 -0.12
C -0.413 -0.980 4.849 0.01 0.02 -0.03 0.03
C -0.286 -2.265 5.300 -0.01 -0.01 0.01 -0.01
C 0.452 -3.191 4.550 0.01 -0.01 0.00 0.04
C 1.075 -2.848 3.357 -0.01 0.02 0.00 0.05
C 0.960 -1.554 2.898 -0.04 0.02 0.02 -0.22
O 1.622 -1.238 1.751 0.06 0.06 -0.02 -0.18
H -0.618 3.517 -1.339 0.01 0.00 0.00 0.16
H -0.233 4.179 0.227 -0.01 0.00 0.00 0.17
H -0.506 1.478 3.686 0.00 0.00 0.00 0.17
H -0.984 -0.247 5.405 0.00 0.00 0.00 0.14
H -0.750 -2.569 6.227 0.00 0.00 0.00 0.13
H 0.552 -4.206 4.915 0.00 0.00 0.00 0.14
H 1.657 -3.566 2.796 0.00 0.00 0.00 0.15
O 6.861 0.841 -2.664 0.00 0.03 -0.04 0.26
C 5.906 0.692 -1.986 0.07 -0.08 0.09 -0.19
C 5.488 1.604 -0.782 -0.03 0.07 -0.06 -0.22
O 6.017 2.586 -0.381 0.01 0.00 0.02 0.24
C 4.237 0.950 -0.287 -0.11 -0.19 -0.08 -0.17
C 3.883 -0.159 -1.001 -0.02 0.17 0.12 -0.20
O 2.841 -0.839 -0.518 0.04 0.01 -0.04 -0.14
C 4.851 -0.454 -2.113 -0.08 0.05 -0.08 -0.22
O 4.809 -1.333 -2.906 0.01 -0.03 0.01 0.24
O 3.472 1.194 0.808 0.07 -0.05 0.01 -0.12
```
Forces are in eV/Å.